Entry 1:
Here is a 2-piece molecular cluster, C6H11N3O6 overall at a distorted geometry from OMol25. Energies are from ωB97M-V/def2-TZVPD.

Last columns: bonded neighbours and bond lengths (Å).
Cartesian coordinates (Å):
1 C 0.0863 -1.4332 -0.6132  C2 1.365, H16 1.080, H17 1.064
2 C -1.0161 -1.0511 -1.3220  C1 1.365, C4 1.512, C5 1.540
3 C 1.3088 0.9054 0.2610  N7 1.308, N8 1.482, N9 1.419
4 C -2.3155 -0.6628 -0.6529  C2 1.512, H18 1.102, H19 1.161, H20 1.111
5 C -0.8701 -0.6664 -2.8061  C2 1.540, H21 1.154, H22 1.063, H23 1.098
6 C 0.0651 -0.0943 3.2594  O15 1.363, H24 1.036, H25 1.131, H26 1.172
7 N 0.5439 0.9558 1.3203  C3 1.308, O14 1.148, O15 1.323
8 N 0.9719 1.8710 -0.8117  C3 1.482, O10 1.196, O11 1.212
9 N 2.5929 0.3021 0.3050  C3 1.419, O12 1.219, O13 1.226
10 O 1.8511 2.5400 -1.2708  N8 1.196
11 O -0.1844 1.7671 -1.1612  N8 1.212
12 O 3.1612 0.2119 1.3794  N9 1.219
13 O 3.0815 -0.0399 -0.7664  N9 1.226
14 O -0.2026 1.7832 1.5968  N7 1.148
15 O 0.6338 -0.1612 2.0228  C6 1.363, N7 1.323
16 H 0.0935 -1.5674 0.4583  C1 1.080
17 H 1.0079 -1.4628 -1.1450  C1 1.064
18 H -3.1614 -1.0095 -1.2689  C4 1.102
19 H -2.2961 0.4973 -0.6994  C4 1.161
20 H -2.3044 -0.7501 0.4549  C4 1.111
21 H -0.9370 0.4807 -2.9180  C5 1.154
22 H -1.6831 -1.0606 -3.3659  C5 1.063
23 H 0.0676 -1.0974 -3.1801  C5 1.098
24 H 0.7113 0.0422 4.0572  C6 1.036
25 H -0.4904 -1.0632 3.4392  C6 1.131
26 H -0.7159 0.7632 3.4272  C6 1.172

* gap between HOMO and LUMO (alpha / beta): 7.5629 / 7.5620 eV
* E_HOMO (alpha / beta): -0.3323 / -0.3323 hartree

***

Entry 2:
Here is an isolated ion of composition C6H11N4 and charge +1 at a distorted geometry from OMol25. Energies are from ωB97M-V/def2-TZVPD.

Last columns: bonded neighbours and bond lengths (Å).
Cartesian coordinates (Å):
1 C -2.7682 0.3530 -0.6270  C5 1.319, N7 1.403, H11 1.070
2 C 2.4321 0.2779 -0.5544  N9 1.165, N10 1.237
3 C -4.0251 -1.4322 0.2456  N7 1.270, H12 1.027, H13 1.122
4 C 0.4971 1.6315 0.6599  N8 1.394, N10 1.607, H14 1.063, H15 1.117
5 C -1.6709 0.4501 0.0980  C1 1.319, N8 1.398, H16 1.056
6 C 3.8706 -1.7607 -0.1415  N9 1.475, H17 1.019, H18 1.035, H19 1.110
7 N -3.5650 -0.7953 -0.7528  C1 1.403, C3 1.270
8 N -0.8238 1.5551 0.2201  C4 1.394, C5 1.398, H20 1.013
9 N 3.3193 -0.3942 -0.2114  C2 1.165, C6 1.475
10 N 1.5375 1.1262 -0.4551  C2 1.237, C4 1.607, H21 1.020
11 H -3.0505 1.2976 -1.0418  C1 1.070
12 H -3.9211 -1.1383 1.2246  C3 1.027
13 H -4.7108 -2.3179 0.3126  C3 1.122
14 H 0.9500 2.5583 0.9152  C4 1.063
15 H 0.8430 0.9192 1.4476  C4 1.117
16 H -1.3140 -0.3703 0.6595  C5 1.056
17 H 4.6511 -1.6055 0.4956  C6 1.019
18 H 3.1831 -2.3682 0.3379  C6 1.035
19 H 4.3409 -1.8597 -1.1422  C6 1.110
20 H -1.0173 2.3843 -0.3295  N8 1.013
21 H 1.2421 1.4890 -1.3609  N10 1.020

* gap between HOMO and LUMO: 7.6848 eV
* E_HOMO: -0.4242 hartree
* charge: +1